[1]
Below is a molecular structure, C30H30AsBaF6N2O5P2, with properties calculated with ωB97M-V/def2-TZVPD.

Geometry as XYZ:
```
77
Properties=species:S:1:pos:R:3
Ba 0.416 1.391 0.299
As -0.875 4.652 0.129
P 1.133 0.785 -3.193
P 3.332 0.714 -1.104
F -2.122 4.112 -0.939
F -1.920 5.579 1.112
F 0.244 3.646 -0.890
F -1.268 3.225 1.156
F 0.504 4.844 1.154
F -0.502 5.996 -0.866
O -0.539 -2.788 0.469
O 0.943 1.524 2.885
O -3.698 -0.068 1.247
O 1.458 -0.447 2.020
O -1.483 -0.155 0.837
N -0.972 -1.335 3.269
N 2.775 0.787 -2.718
C 1.111 -0.419 -4.558
C -2.300 -0.997 2.969
C -0.402 -2.631 2.908
C 0.585 4.825 -5.324
C 3.770 2.681 0.805
C -0.997 -3.316 1.681
C 3.487 4.830 -0.938
C 3.748 5.050 0.405
C 6.155 0.939 -1.126
C 3.385 3.533 -1.422
C 6.481 -1.633 -2.120
C 0.043 -0.390 -5.454
C 5.211 -1.138 -1.882
C 1.999 -2.336 -5.718
C 7.429 0.435 -1.353
C -0.043 -1.326 -6.470
C 1.703 4.054 -5.625
C 1.881 2.827 -5.012
C 3.894 3.977 1.275
C 0.950 2.361 -4.084
C 3.537 2.454 -0.557
C 0.899 0.289 2.851
C 2.086 -1.401 -4.696
C -0.352 4.365 -4.416
C -2.547 -0.314 1.484
C -0.170 3.134 -3.797
C 0.935 -2.301 -6.605
C -0.089 -0.379 3.878
C 7.594 -0.845 -1.853
C 5.037 0.158 -1.395
H 6.604 -2.638 -2.502
H 2.917 -1.431 -4.004
H 4.077 4.151 2.327
H 3.153 3.365 -2.467
H 0.663 -2.462 2.744
H 2.748 2.228 -5.271
H -0.876 -1.292 -7.160
H -0.895 2.804 -3.064
H 3.441 1.101 -3.417
H 8.589 -1.232 -2.034
H 8.292 1.053 -1.141
H -0.722 0.372 -5.363
H 0.866 -3.030 -7.402
H -0.526 -3.272 3.791
H -2.670 -0.264 3.683
H 6.034 1.945 -0.746
H 2.767 -3.091 -5.816
H 0.452 5.788 -5.799
H -0.816 -1.862 0.428
H -0.672 -4.357 1.722
H 4.348 -1.768 -2.067
H -2.093 -3.335 1.724
H -1.216 4.966 -4.166
H 0.519 -0.908 4.617
H -0.683 0.392 4.360
H 2.431 4.412 -6.341
H 3.854 1.840 1.486
H -2.928 -1.885 2.975
H 3.344 5.668 -1.607
H 3.813 6.061 0.783
```

Results
Multiplicity: 2
Kohn-Sham gap (alpha / beta), Ha: 0.3312 / 0.2172
HOMO (alpha / beta), Eh: -0.322 / -0.322
ΔE to the lowest compared entry with this formula, charge and spin, kcal per mole: 22.3

---

[2]
Below is a molecular structure, C30H30AsGaN5O3S, with properties calculated with ωB97M-V/def2-TZVPD.

Geometry as XYZ:
```
71
Properties=species:S:1:pos:R:3
As -4.489 -1.005 -0.546
Ga -0.403 0.348 0.108
S 0.683 1.002 3.295
O 2.371 4.286 -0.288
O -1.101 -1.416 -1.080
O 1.041 1.840 -0.221
N 1.011 -2.243 -0.665
N 1.297 -0.922 -0.358
N -0.608 -1.142 4.650
N 2.890 2.188 3.835
N 2.383 0.404 5.325
C -2.416 -5.183 -2.276
C 2.145 1.189 4.290
C 4.400 1.648 5.570
C -6.567 2.427 -3.420
C -0.245 -2.359 -1.032
C 3.125 0.671 -0.138
C -4.423 2.578 -1.675
C -1.981 -3.922 -1.894
C -6.290 3.626 -2.776
C -3.861 0.161 -2.027
C -0.263 -6.091 -1.723
C -0.683 -3.736 -1.430
C 1.410 4.417 -1.330
C -5.776 1.311 -3.187
C 2.547 -0.645 -0.286
C -1.559 -6.271 -2.194
C 3.041 3.088 -0.227
C 4.409 3.137 -0.104
C -0.072 -0.267 4.128
C 3.529 0.650 5.958
C 0.173 -4.831 -1.344
C -6.431 -1.016 -0.888
C 4.522 0.755 -0.024
C 4.873 3.545 3.953
C 4.033 2.423 4.472
C 2.331 1.847 -0.201
C -4.693 1.364 -2.309
C 5.170 1.967 0.014
C -5.212 3.695 -1.904
C -4.537 0.336 0.879
H 1.780 3.962 -2.254
H 5.088 -0.170 0.024
H -3.760 -0.482 -2.903
H -2.638 -3.064 -1.928
H -3.514 0.596 1.151
H -5.082 1.231 0.574
H -7.401 2.361 -4.108
H 4.879 4.114 -0.102
H 3.747 0.014 6.810
H 1.177 -4.675 -0.977
H -5.030 -0.108 1.744
H 6.247 2.021 0.104
H -6.908 -1.500 -0.035
H -2.852 0.435 -1.717
H -1.898 -7.256 -2.490
H -3.430 -5.317 -2.633
H -5.998 0.379 -3.695
H -6.654 -1.601 -1.781
H -6.840 -0.011 -1.006
H 4.360 4.494 4.121
H 4.996 3.433 2.876
H -4.979 4.626 -1.402
H -6.906 4.498 -2.957
H 5.848 3.576 4.437
H 5.328 1.820 6.097
H 0.466 3.949 -1.062
H 3.241 -1.478 -0.418
H 1.278 5.487 -1.489
H -3.576 2.639 -1.001
H 0.409 -6.938 -1.651
```

Results
Kohn-Sham gap, Ha: 0.2377
Net charge: -1
HOMO, Eh: -0.149
ΔE to the lowest compared entry with this formula, charge and spin, kcal per mole: 67.7

---

[3]
Below is a molecular structure, C30H30AsIN4O9SSiSm at a distorted geometry, with properties calculated with ωB97M-V/def2-TZVPD.

Geometry as XYZ:
```
78
Properties=species:S:1:pos:R:3
Sm 1.333 0.221 1.281
I 1.847 5.190 -2.891
As 3.623 1.267 3.018
S -1.088 0.863 2.513
Si 4.339 0.418 -0.758
O -5.470 -0.121 -2.030
O -1.053 0.064 1.249
O 0.936 -1.894 2.295
O 2.097 2.381 2.123
O 2.825 1.091 4.600
O 0.148 0.541 3.289
O 2.814 0.780 -0.348
O -0.600 2.394 1.831
O 3.246 -0.221 2.300
N -3.381 -5.212 -1.060
N 0.280 1.790 -0.812
N 0.663 -1.688 -0.350
N -2.526 -5.447 -0.150
C 1.034 2.797 -1.248
C -0.045 -2.654 0.285
C 1.901 3.857 4.058
C -1.405 2.387 -2.397
C -3.940 -2.903 -0.298
C -1.307 -4.663 1.721
C -4.936 -1.366 -1.855
C -0.284 4.610 4.743
C 0.581 -1.576 -1.654
C -3.814 -3.876 -1.304
C -0.904 -3.536 -0.391
C -0.188 -2.452 -2.427
C -4.828 -2.316 -2.860
C -4.283 -3.566 -2.571
C -0.914 1.594 -1.372
C 0.607 3.641 -2.261
C -0.629 3.439 -2.854
C 4.563 -1.434 -0.883
C -0.840 3.901 3.688
C -5.741 0.276 -3.360
C 4.794 1.151 -2.425
C 5.704 1.054 0.369
C -0.489 -3.775 2.397
C -0.028 3.175 2.837
C 0.163 -2.728 1.725
C 1.090 4.579 4.924
C -0.914 -3.429 -1.800
C -1.613 -4.540 0.361
C -4.501 -1.673 -0.569
C 1.361 3.125 3.006
H 2.004 2.896 -0.782
H -1.496 0.771 -0.972
H 4.034 -1.836 -1.757
H -6.560 -0.303 -3.793
H -1.910 3.890 3.515
H -0.976 4.086 -3.650
H 4.141 0.780 -3.226
H -1.477 -4.134 -2.390
H 2.134 0.411 4.551
H -6.030 1.323 -3.319
H 1.176 -0.786 -2.102
H -4.856 0.171 -3.995
H -3.592 -3.125 0.701
H 5.616 -1.732 -0.953
H 2.972 3.844 4.207
H -4.200 -4.318 -3.348
H -4.604 -0.924 0.208
H 5.449 2.032 0.791
H -2.378 2.182 -2.826
H 4.725 2.247 -2.417
H -1.809 -5.462 2.256
H -0.199 -2.356 -3.504
H -5.171 -2.107 -3.864
H 5.828 0.880 -2.681
H 1.542 5.117 5.748
H 5.885 0.371 1.205
H -0.919 5.164 5.424
H -0.329 -3.862 3.465
H 6.640 1.168 -0.190
H 4.134 -1.903 0.010
```

Results
Multiplicity: 6
Kohn-Sham gap (alpha / beta), Ha: 0.1963 / 0.2305
Net charge: -1
HOMO (alpha / beta), Eh: -0.124 / -0.196
ΔE to the lowest compared entry with this formula, charge and spin, kcal per mole: 0.0

---

[4]
Below is a molecular structure, C30H30CrFN2OS2SiTe at a distorted geometry, with properties calculated with ωB97M-V/def2-TZVPD.

Geometry as XYZ:
```
69
Properties=species:S:1:pos:R:3
Te -0.006 2.274 -2.061
Cr -0.975 1.122 0.090
S -4.331 1.938 -2.570
S -2.533 3.062 -0.347
Si 1.972 1.208 1.516
F -2.159 1.223 2.158
O -0.732 -0.704 0.479
N -2.681 0.588 -1.086
N 0.340 1.818 1.337
C 0.147 -5.383 -1.005
C 4.317 2.200 -2.784
C 1.971 1.671 -2.635
C -4.869 -0.584 -3.729
C 3.513 0.122 -3.644
C -3.753 -2.500 -2.780
C 3.371 2.467 1.204
C 2.297 -0.255 0.336
C -4.186 0.215 -2.829
C 4.566 0.987 -3.402
C 0.007 -2.992 -0.929
C -0.562 -4.298 1.019
C -2.020 2.735 4.000
C 0.462 3.566 3.065
C -3.051 -1.705 -1.899
C -1.491 -1.898 2.429
C -3.150 1.802 -1.286
C -1.458 2.197 2.871
C 2.079 0.576 3.323
C -0.188 2.525 2.381
C -0.469 -3.043 0.395
C -1.326 3.729 4.672
C -3.259 -0.330 -1.919
C -0.866 -1.813 1.057
C 3.030 2.540 -2.416
C -4.651 -1.950 -3.690
C 2.227 0.462 -3.266
C -0.109 4.163 4.170
C 0.296 -4.148 -1.619
C -0.251 -5.446 0.322
H -5.571 -0.149 -4.425
H 5.571 0.722 -3.694
H -0.766 -2.260 3.159
H 0.410 4.971 4.663
H -2.332 -2.592 2.413
H -1.844 -0.921 2.746
H 1.412 3.905 2.690
H 0.335 -6.292 -1.554
H 5.125 2.885 -2.582
H -0.321 -6.403 0.817
H 3.345 -0.531 0.400
H 0.137 -2.023 -1.392
H 1.410 -0.218 -3.470
H 3.460 2.682 0.145
H 3.027 0.078 3.495
H 3.254 3.407 1.728
H 2.007 1.404 4.023
H 3.704 -0.824 -4.129
H 1.284 -0.126 3.563
H 0.624 -4.095 -2.646
H 1.715 -1.136 0.588
H 2.827 3.496 -1.958
H -5.182 -2.603 -4.367
H -0.869 -4.372 2.049
H -2.358 -2.127 -1.191
H -2.974 2.370 4.349
H 2.095 0.002 -0.699
H -1.740 4.147 5.575
H -3.614 -3.570 -2.752
H 4.311 2.033 1.527
```

Results
Multiplicity: 2
Kohn-Sham gap (alpha / beta), Ha: 0.1912 / 0.1963
HOMO (alpha / beta), Eh: -0.246 / -0.249
ΔE to the lowest compared entry with this formula, charge and spin, kcal per mole: 11.6

---

[5]
Below is a molecular structure, C30H30N11OS2Zn, with properties calculated with ωB97M-V/def2-TZVPD.

Geometry as XYZ:
```
75
Properties=species:S:1:pos:R:3
Zn -1.935 -0.220 -1.996
S -1.118 -1.378 0.244
S -0.093 1.070 -2.512
O 3.375 -0.360 -1.368
N -3.285 -1.804 -2.145
N -4.963 -2.811 -3.228
N 0.554 2.446 -0.241
N -2.915 0.028 -4.044
N -1.627 2.109 -0.419
N 1.809 2.258 -0.538
N -4.344 0.125 -6.410
N -2.553 1.399 -0.861
N -4.716 -3.404 -2.042
N 1.382 -0.812 -0.442
N 0.879 -0.785 1.843
C -6.318 1.685 0.955
C -3.387 1.002 -6.138
C -2.662 0.961 -4.950
C -6.183 1.153 -0.318
C 4.725 -3.880 1.900
C 4.854 3.326 2.123
C 3.537 3.663 2.409
C -3.815 1.533 -0.212
C 5.145 2.646 0.948
C -5.198 2.140 1.641
C 3.412 -2.003 0.345
C 4.132 2.300 0.067
C 2.818 2.639 0.368
C -4.078 -1.850 -3.253
C -3.876 -0.858 -4.315
C 3.399 -4.085 1.542
C -3.942 2.069 1.064
C 4.749 -1.811 0.682
C -3.718 -2.802 -1.399
C 2.772 -0.987 -0.528
C -4.928 1.071 -0.901
C -4.592 -0.810 -5.500
C -0.375 1.941 -0.998
C 2.512 3.325 1.539
C 0.504 -0.968 0.584
C 1.993 0.030 2.353
C 1.924 -1.064 4.644
C 5.400 -2.744 1.471
C 2.781 -0.677 3.445
C 2.737 -3.144 0.770
H 2.067 1.686 -1.342
H 4.355 1.764 -0.846
H -5.306 2.553 2.635
H 2.884 -4.981 1.862
H 1.553 0.951 2.747
H 5.259 -0.927 0.324
H 0.950 -0.526 -1.329
H 1.707 -3.311 0.481
H 0.138 -0.965 2.505
H 2.539 -1.478 5.442
H 2.635 0.321 1.527
H -1.879 1.671 -4.719
H -5.369 -1.534 -5.711
H -4.811 0.681 -1.905
H 1.186 -1.827 4.386
H 6.167 2.387 0.710
H -3.337 -3.099 -0.436
H -3.185 1.763 -6.880
H -5.262 -4.200 -1.751
H 3.572 0.008 3.760
H 1.487 3.590 1.755
H 3.272 -1.560 3.032
H 1.395 -0.199 5.051
H -7.296 1.749 1.414
H 5.647 3.599 2.806
H 3.303 4.201 3.318
H 5.237 -4.613 2.509
H -7.054 0.810 -0.861
H -3.063 2.417 1.587
H 6.435 -2.592 1.745
```

Results
Kohn-Sham gap, Ha: 0.2480
Net charge: +1
HOMO, Eh: -0.365
ΔE to the lowest compared entry with this formula, charge and spin, kcal per mole: 0.0

---

[6]
Below is a molecular structure, C30H30N6O3S2Zr at a distorted geometry, with properties calculated with ωB97M-V/def2-TZVPD.

Geometry as XYZ:
```
72
Properties=species:S:1:pos:R:3
Zr 0.040 -0.064 -0.529
S -2.289 -0.424 -1.786
S 1.784 -9.105 -0.713
O 2.336 -7.959 -3.058
O 1.884 1.986 -3.377
O -1.061 1.620 0.007
N 2.200 -0.402 -1.196
N 0.651 -1.252 -2.639
N 0.541 3.773 -2.965
N -3.843 -1.357 0.301
N -4.059 0.739 -0.037
N 0.380 1.820 -1.655
C 4.459 0.067 -1.759
C 2.015 -0.884 -2.425
C -1.228 0.510 2.790
C 0.652 -4.743 -0.083
C -1.012 3.710 -1.157
C 1.005 2.474 -2.708
C 0.278 -3.353 -0.041
C 1.982 -5.092 -0.350
C 1.364 -7.415 -0.401
C -3.397 -0.345 -0.458
C 1.370 1.155 2.018
C -4.937 0.428 0.980
C -4.801 -0.895 1.193
C 0.500 2.156 2.447
C 2.627 -10.343 -3.031
C -0.307 -5.746 0.068
C 3.009 -0.950 -3.368
C 4.254 -0.460 -3.030
C -0.790 1.831 2.835
C -0.362 -0.497 2.383
C 2.336 -6.422 -0.498
C -3.439 -2.765 0.157
C 1.146 4.492 -4.105
C 0.951 -0.180 1.997
C 2.292 -8.991 -2.452
C -0.410 4.345 -2.198
C -0.587 2.402 -0.920
C 0.049 -7.076 -0.097
C -0.048 -2.172 -0.032
C 3.413 0.075 -0.873
H -1.759 4.193 -0.544
H 5.419 0.468 -1.461
H -2.221 0.255 3.142
H -0.674 5.361 -2.463
H 0.469 -2.184 -2.282
H -0.651 -1.530 2.464
H 2.213 4.310 -4.116
H 1.661 -0.978 1.841
H -5.576 1.156 1.455
H 3.364 -6.695 -0.701
H -2.372 -2.822 0.013
H 2.731 -4.314 -0.441
H -1.454 2.610 3.194
H 1.808 -10.649 -3.684
H -3.926 1.647 -0.444
H 3.526 -10.258 -3.641
H 0.726 4.133 -5.040
H 0.399 -1.215 -3.613
H -5.309 -1.551 1.882
H 2.809 -1.365 -4.347
H -3.942 -3.208 -0.700
H -0.697 -7.858 -0.003
H 2.404 1.404 1.826
H -1.333 -5.481 0.297
H 0.850 3.178 2.524
H -3.724 -3.296 1.060
H 0.950 5.554 -3.995
H 5.060 -0.476 -3.753
H 2.765 -11.096 -2.257
H 3.537 0.454 0.131
```

Results
Kohn-Sham gap, Ha: 0.2386
Net charge: +2
HOMO, Eh: -0.465
ΔE to the lowest compared entry with this formula, charge and spin, kcal per mole: 9.1